## 1
ORCA calculation (wB97M-V/def2-TZVPD) on a single C3H7NO3 molecule.

Atoms and positions in Å:
O 0.44 -2.00 -1.66
C 0.68 -1.18 -0.80
O 1.80 -1.15 0.01
C -0.38 -0.04 -0.37
C 0.32 1.27 0.05
O -0.70 2.27 0.07
N -1.29 -0.33 0.74
H 2.08 -2.06 0.07
H -1.10 0.07 -1.30
H 1.16 1.62 -0.53
H 0.78 1.29 1.03
H -1.49 1.81 0.37
H -0.75 -0.26 1.59
H -1.54 -1.31 0.73

---

## 2
ORCA calculation (wB97M-V/def2-TZVPD) on 2 unconnected molecules or ions with the total composition C3H7NO3.

Atoms and positions in Å:
O -0.31 -0.18 1.66
C 0.01 0.67 0.89
N 1.43 0.64 0.44
C 1.66 -0.24 -0.60
O 2.63 -0.10 -1.30
C -0.89 1.31 -0.15
H 1.93 1.52 0.40
H 1.15 -1.21 -0.58
H -0.37 2.20 -0.53
H -1.80 1.58 0.34
H -1.00 0.69 -1.04
H -1.17 -1.60 0.25
H -2.03 -2.80 0.34
O -1.24 -2.49 -0.13

---

Which structure is the least stable? The one labeled 2.

---

## 1
ORCA calculation (wB97M-V/def2-TZVPD) on a single C24H28ClN3O4S molecule.

Atoms and positions in Å:
C 1.62 5.12 -0.08
N 0.70 4.02 -0.24
C -0.65 4.15 -0.06
O -1.22 5.17 0.24
C -1.29 2.78 -0.32
C -0.10 1.93 -0.65
C 0.01 0.61 -1.02
C 1.26 0.12 -1.35
C 2.39 0.92 -1.32
C 2.30 2.25 -0.93
C 1.05 2.74 -0.60
H 3.18 2.87 -0.90
H 3.33 0.51 -1.64
S 1.39 -1.54 -2.03
O 0.08 -2.12 -2.07
O 2.12 -1.39 -3.26
N 2.30 -2.56 -1.09
C 1.69 -3.42 -0.12
H 2.18 -4.40 -0.19
C 1.83 -2.90 1.32
C 0.88 -1.72 1.53
O 1.23 -0.55 1.55
N -0.40 -2.10 1.71
H -0.65 -3.07 1.68
C -1.46 -1.15 1.96
C -2.65 -1.31 1.06
C -2.54 -1.83 -0.22
C -3.64 -1.93 -1.05
C -4.88 -1.50 -0.59
C -5.01 -0.97 0.68
C -3.90 -0.88 1.50
H -4.00 -0.47 2.49
H -5.98 -0.64 1.03
Cl -6.26 -1.61 -1.62
H -3.54 -2.33 -2.04
H -1.58 -2.16 -0.60
H -1.00 -0.16 1.82
H -1.78 -1.22 3.01
H 1.52 -3.70 2.00
C 3.29 -2.54 1.61
C 3.87 -1.62 0.53
C 3.69 -2.26 -0.84
H 4.26 -3.20 -0.90
H 4.03 -1.61 -1.66
H 4.93 -1.45 0.72
H 3.35 -0.66 0.57
H 3.87 -3.46 1.65
H 3.35 -2.05 2.58
H 0.64 -3.53 -0.42
H -0.85 -0.04 -1.09
C -2.26 2.88 -1.51
H -1.73 3.16 -2.41
H -2.74 1.92 -1.67
H -3.02 3.63 -1.30
C -2.04 2.34 0.94
H -2.75 3.12 1.22
H -1.35 2.19 1.76
H -2.59 1.42 0.75
H 2.35 4.89 0.69
H 1.04 5.99 0.21
H 2.14 5.32 -1.02

---

## 2
ORCA calculation (wB97M-V/def2-TZVPD) on a single C24H28ClN3O4S molecule.

Atoms and positions in Å:
C -5.74 -1.24 0.42
C -4.30 -0.89 0.09
O -3.46 -1.76 -0.01
N -4.02 0.44 -0.09
C -2.71 0.88 -0.37
C -1.87 0.14 -1.20
C -0.59 0.59 -1.49
C -0.16 1.79 -0.97
C -0.98 2.54 -0.16
C -2.26 2.10 0.15
C -3.12 2.98 1.02
C -4.42 2.28 1.42
C -4.94 1.52 0.21
H -4.99 2.18 -0.66
H -5.94 1.12 0.39
H -4.24 1.58 2.23
H -5.16 3.01 1.76
H -3.35 3.89 0.47
H -2.56 3.28 1.91
H -0.61 3.48 0.23
S 1.49 2.40 -1.30
O 1.42 3.77 -1.74
O 2.15 1.46 -2.17
N 2.10 2.41 0.26
C 2.30 1.08 0.77
H 1.44 0.48 0.46
C 3.61 0.45 0.27
C 3.67 -0.95 0.86
O 4.02 -1.19 1.99
N 3.22 -1.90 0.01
H 2.92 -1.63 -0.92
C 2.95 -3.26 0.42
C 1.65 -3.74 -0.18
C 1.64 -4.79 -1.09
C 0.46 -5.22 -1.68
C -0.73 -4.59 -1.36
C -0.75 -3.55 -0.45
C 0.44 -3.14 0.13
Cl 0.38 -1.84 1.28
H -1.67 -3.06 -0.19
H -1.65 -4.92 -1.81
H 0.48 -6.03 -2.38
H 2.57 -5.27 -1.35
H 2.91 -3.26 1.51
H 3.77 -3.92 0.10
H 3.57 0.40 -0.82
C 4.77 1.35 0.69
C 4.55 2.74 0.09
C 3.20 3.31 0.52
H 2.98 4.24 -0.01
H 3.21 3.51 1.60
H 5.35 3.42 0.39
H 4.56 2.66 -1.00
H 5.71 0.93 0.35
H 4.80 1.41 1.78
H 2.31 1.13 1.87
H 0.07 0.02 -2.14
H -2.21 -0.79 -1.62
H -6.03 -0.84 1.38
H -6.42 -0.88 -0.35
H -5.80 -2.32 0.46

---

Which structure is the least stable? The one labeled 2.

---

## 1
ORCA calculation (wB97M-V/def2-TZVPD) on a molecular structure, C6H16O.

Atoms and positions in Å:
C 2.39 1.48 2.61
C -0.77 -0.37 -1.00
C -2.15 -0.70 -1.59
C -0.48 -1.26 0.24
C -0.53 0.85 -0.15
C 0.33 -0.52 -2.10
H 0.97 0.17 2.13
H 2.30 2.42 3.12
H 2.78 0.66 3.20
H 2.96 1.60 1.56
H -2.43 -1.61 -2.01
H -2.76 -0.66 -0.76
H -2.55 0.07 -2.28
H 0.40 -1.08 0.64
H -1.23 -1.09 0.99
H -0.57 -2.42 0.05
H 0.36 0.73 0.74
H -1.64 0.85 0.25
H -0.29 1.67 -1.06
H -0.16 -0.19 -3.11
H 1.30 0.17 -1.94
H 0.69 -1.85 -1.88
O 1.10 1.09 2.33

---

## 2
ORCA calculation (wB97M-V/def2-TZVPD) on 2 unconnected molecules or ions with the total composition C6H16O.

Atoms and positions in Å:
C 1.35 0.38 0.03
C -2.32 -0.45 -1.00
C -0.56 -2.22 -0.50
C -1.24 -0.56 1.27
C 0.02 0.27 -0.76
C -1.04 -0.78 -0.19
H 1.98 1.14 -0.46
H 1.86 -0.59 -0.04
H 1.24 0.65 1.09
H -3.19 -1.00 -0.60
H -2.19 -0.72 -2.06
H -2.52 0.63 -0.93
H -1.32 -3.02 -0.38
H 0.31 -2.47 0.13
H -0.24 -2.20 -1.56
H -2.00 -1.27 1.63
H -1.57 0.46 1.52
H -0.29 -0.76 1.80
H -0.30 1.32 -0.83
H 0.25 -0.09 -1.78
O 4.18 3.83 1.51
H 3.22 4.05 1.47
H 4.38 3.40 0.65

---

## 3
ORCA calculation (wB97M-V/def2-TZVPD) on 2 unconnected molecules or ions with the total composition C6H16O.

Atoms and positions in Å:
C 1.07 0.02 0.01
C 0.77 -0.62 1.45
C 0.16 1.29 0.01
C 0.54 -0.97 -1.01
C 2.55 0.33 -0.24
C -2.59 -0.29 -0.12
H 1.18 -0.07 2.14
H -0.41 -0.43 1.48
H 1.01 -1.80 1.60
H 0.44 2.04 -0.84
H -0.90 0.96 -0.08
H 0.29 1.96 0.89
H 0.91 -0.39 -1.96
H -0.52 -1.22 -0.85
H 1.04 -1.95 -1.03
H 3.18 -0.51 -0.12
H 2.64 0.82 -1.26
H 2.87 1.07 0.37
H -3.74 1.12 -0.05
H -2.51 -1.36 0.27
H -2.13 -0.35 -1.22
H -1.90 0.20 0.54
O -3.94 0.16 0.05

---

Which structure is the least stable? The one labeled 1.